[1]
# C10H25N4O6

4 unconnected molecules or ions with the total composition C10H25N4O6 (ωB97M-V/def2-TZVPD, the Open Molecules 2025 dataset).

charge = +1
HOMO = -13.39 eV
M = 297.33 g/mol
frontier orbital gap = 10.39 eV

The geometry in XYZ format:
```
45
Properties=species:S:1:pos:R:3:forces:R:3:nbo_charge:R:1
C 2.097 0.788 2.939 -0.1 -0.1 0.1 -0.6151
C 0.714 1.363 3.235 0.3 0.2 -0.1 -0.4040
C -0.175 1.514 1.991 -0.1 0.0 0.5 -0.2341
C -1.463 2.330 2.299 0.1 -0.2 0.0 -0.4059
C -2.722 1.445 2.333 0.6 0.0 0.1 -0.4232
C -2.398 0.141 3.050 -0.5 0.5 0.2 -0.2292
N -1.404 -0.662 2.260 0.1 -0.2 -0.3 -0.4996
C -0.540 0.188 1.357 0.0 0.3 -0.7 -0.2491
H 2.074 -0.270 2.671 0.0 0.0 0.0 0.2041
H 2.743 0.894 3.810 0.0 0.0 0.0 0.2309
H 2.565 1.325 2.113 0.0 0.0 0.0 0.2166
H 0.217 0.792 4.027 0.0 -0.1 0.0 0.1799
H 0.849 2.365 3.650 -0.1 0.0 0.0 0.2260
H 0.427 2.037 1.246 -0.1 0.0 -0.1 0.2408
H -1.572 3.145 1.586 -0.1 0.0 0.0 0.2395
H -1.360 2.776 3.290 0.1 0.1 0.0 0.2180
H -3.099 1.248 1.327 -0.2 0.0 0.1 0.2106
H -3.496 1.945 2.913 -0.2 0.0 -0.2 0.2527
H -1.956 0.370 4.018 0.1 -0.1 0.0 0.2265
H -3.298 -0.449 3.214 0.2 -0.2 0.0 0.2317
H -1.899 -1.319 1.658 0.0 -0.1 0.1 0.4334
H -0.814 -1.233 2.864 0.0 0.1 0.1 0.4376
H -1.139 0.374 0.464 0.0 -0.1 0.0 0.2212
H 0.314 -0.394 1.019 0.0 -0.1 0.3 0.2706
C 2.894 -0.467 -2.185 0.1 0.1 0.1 -0.4877
N 1.869 -0.825 -1.171 0.0 0.0 0.0 0.5446
O 2.200 -0.882 0.000 0.1 0.0 0.0 -0.4065
O 0.741 -1.044 -1.561 -0.1 0.0 0.0 -0.3905
H 3.836 -0.307 -1.675 0.0 0.0 0.0 0.2379
H 2.969 -1.288 -2.891 -0.1 0.1 0.1 0.2683
H 2.550 0.435 -2.683 0.0 0.0 0.0 0.2414
C 5.031 -3.039 -6.133 0.0 0.0 -0.1 -0.4836
N 4.641 -1.960 -5.187 0.0 0.0 0.0 0.5406
O 4.436 -0.854 -5.629 0.0 0.1 -0.1 -0.3542
O 4.552 -2.259 -4.009 0.1 -0.2 -0.1 -0.4133
H 5.067 -2.619 -7.130 0.0 0.0 0.0 0.2385
H 6.002 -3.408 -5.817 0.0 0.0 0.0 0.2429
H 4.284 -3.823 -6.053 0.0 0.0 0.0 0.2397
C -5.156 -0.323 -0.688 -0.1 0.0 0.2 -0.4891
N -5.056 0.946 -1.462 0.1 0.0 0.0 0.5300
O -5.378 1.970 -0.897 0.0 0.1 0.1 -0.3714
O -4.636 0.860 -2.592 0.0 0.0 -0.1 -0.3579
H -5.539 -0.088 0.299 0.0 0.0 0.0 0.2257
H -5.820 -0.995 -1.222 0.0 0.0 -0.1 0.2505
H -4.154 -0.743 -0.646 0.0 -0.1 -0.1 0.2138
```
Positions in Å, forces in eV/Å.

[2]
# C18H18O3S3

A molecular structure, C18H18O3S3 at a distorted geometry (ωB97M-V/def2-TZVPD, the Open Molecules 2025 dataset).

ΔE to the lowest compared entry with this formula, charge and spin = 1.922 eV
HOMO = -7.19 eV
M = 378.54 g/mol
frontier orbital gap = 5.67 eV

The geometry in XYZ format:
```
42
Properties=species:S:1:pos:R:3:forces:R:3:nbo_charge:R:1
C -2.536 -3.831 2.772 0.0 0.1 -0.1 -0.1916
C -1.224 -3.635 3.209 0.1 0.1 -0.2 -0.2130
C -0.358 -2.805 2.490 -0.3 0.1 -0.2 -0.2007
C -0.826 -2.178 1.328 -0.2 -0.1 0.0 -0.2392
S 0.301 -1.215 0.307 0.5 0.2 0.8 2.1545
C -0.099 0.516 0.554 2.1 -0.7 4.8 -0.8462
C 0.845 1.160 1.538 -0.9 -0.5 0.4 0.5465
O 0.409 1.679 2.561 0.6 0.1 -0.6 -0.5758
C 2.316 1.162 1.195 0.4 0.6 0.0 -0.1634
C 2.818 0.987 -0.108 0.0 0.0 0.5 -0.1120
C 4.191 0.899 -0.339 0.1 0.1 0.3 -0.2391
C 5.088 1.007 0.738 -0.3 0.0 0.1 -0.1965
C 4.598 1.260 2.030 -0.3 0.1 -0.5 -0.2193
C 3.219 1.386 2.240 0.3 -0.4 -0.2 -0.1565
O 1.592 -1.522 0.886 -0.2 0.1 -0.5 -0.9415
O 0.043 -1.525 -1.080 -0.1 -0.2 0.0 -0.9543
C -2.129 -2.373 0.883 -0.2 -0.1 0.2 -0.2203
C -2.995 -3.190 1.616 0.3 0.1 0.0 -0.2157
H -3.208 -4.487 3.332 0.2 0.3 -0.2 0.2178
H -0.861 -4.133 4.112 -0.1 0.2 -0.3 0.2211
H 0.670 -2.660 2.807 -0.2 0.0 -0.1 0.2512
H -1.135 0.569 0.890 0.2 0.2 0.0 0.2539
H 2.135 0.918 -0.951 0.1 -0.2 0.1 0.1881
H 4.561 0.732 -1.356 -0.1 0.1 0.4 0.2147
H 6.167 0.902 0.570 -0.5 0.1 0.1 0.2138
H 5.280 1.362 2.873 -0.1 0.0 -0.2 0.2143
H 2.820 1.604 3.228 0.1 -0.1 -0.2 0.2330
H -2.450 -1.893 -0.041 0.0 -0.2 0.3 0.2283
H -4.017 -3.329 1.267 0.2 0.0 0.1 0.2169
C -2.474 1.731 -4.077 -0.1 0.2 0.1 -0.4292
C -1.368 2.707 -3.723 0.5 0.1 -0.8 -0.5712
S -0.023 1.972 -2.765 -0.4 1.3 0.9 0.5183
C -0.715 1.152 -1.514 -0.9 -0.5 -6.5 -0.5889
S -2.095 0.238 -1.732 -0.4 0.8 0.7 0.4725
C -3.165 1.244 -2.816 -0.1 -0.3 0.2 -0.5462
H -3.204 2.263 -4.694 0.0 -0.1 0.0 0.2245
H -2.087 0.891 -4.659 0.0 0.0 0.0 0.2218
H -0.831 3.047 -4.618 -0.4 0.2 0.0 0.2345
H -1.753 3.564 -3.158 0.2 -0.1 -0.2 0.2280
H 0.006 1.159 -0.550 0.3 -1.7 1.0 0.3053
H -3.498 2.082 -2.197 -0.2 -0.1 -0.2 0.2235
H -4.008 0.582 -3.048 0.1 0.2 0.1 0.2381
```
Positions in Å, forces in eV/Å.

[3]
# C7H18ClI2O5P2Zr

A molecular structure, C7H18ClI2O5P2Zr at a distorted geometry (ωB97M-V/def2-TZVPD, the Open Molecules 2025 dataset).

ΔE to the lowest compared entry with this formula, charge and spin = 0.000 eV
charge = +3
HOMO = -18.83 eV
M = 624.65 g/mol
frontier orbital gap = 5.00 eV

The geometry in XYZ format:
```
36
Properties=species:S:1:pos:R:3:forces:R:3:nbo_charge:R:1
I -3.997 1.650 -2.175 1.3 0.3 -0.3 0.1797
I -1.463 2.376 -3.135 -0.9 -0.8 0.8 0.1104
Zr -0.173 0.027 0.023 -0.9 -2.4 5.1 2.0949
P 0.186 2.433 1.081 1.0 2.2 0.4 0.7479
C 1.743 3.311 0.660 0.2 -0.3 -0.6 -0.9224
C -1.239 3.538 0.796 -0.3 -0.2 -0.3 -0.9370
H -1.189 4.488 1.351 0.2 -0.4 -0.1 0.3094
H 0.410 3.054 3.451 -0.1 -0.1 -0.4 0.3093
H -2.146 3.005 1.106 0.0 0.2 0.1 0.2617
H -0.568 1.579 3.213 0.2 0.2 0.1 0.2614
H 1.766 3.541 -0.416 0.0 0.0 0.3 0.2628
H -1.348 3.749 -0.281 0.2 0.0 0.4 0.2741
C 0.327 2.121 2.875 -0.3 -0.7 0.2 -0.9298
H 1.909 4.245 1.217 -0.4 -0.3 0.0 0.3069
H 1.202 1.498 3.108 -0.2 0.2 -0.2 0.2770
H 2.588 2.640 0.871 -0.2 0.1 0.0 0.2682
P -0.834 -2.173 -1.309 0.1 -1.8 -1.7 0.7448
C 0.390 -2.821 -2.516 0.4 0.6 -0.1 -0.9222
C -0.912 -3.472 -0.026 -0.1 0.3 0.7 -0.9296
H -3.192 -1.708 -1.339 0.0 -0.2 -0.1 0.2609
H -2.848 -2.994 -2.522 0.4 0.1 0.2 0.3091
H -2.469 -1.280 -2.885 0.1 -0.3 0.2 0.2743
C -2.476 -2.049 -2.098 -0.2 0.5 0.0 -0.9362
H -1.616 -3.156 0.757 0.1 -0.3 -0.1 0.2608
H -1.251 -4.435 -0.433 0.0 0.4 -0.2 0.3096
H 0.136 -3.798 -2.953 -0.3 0.3 0.3 0.3071
H 1.361 -2.923 -2.010 -0.2 0.0 0.0 0.2690
H 0.066 -3.631 0.452 -0.2 0.1 -0.3 0.2787
H 0.524 -2.102 -3.338 -0.1 -0.2 0.1 0.2645
C 1.257 0.512 -1.514 7.6 0.1 -3.5 0.3358
O 2.338 0.500 -1.951 -5.5 0.3 1.7 -0.2176
O 2.197 -2.196 3.329 -0.6 1.4 -2.3 -0.5703
Cl 2.443 -1.598 2.045 1.9 -2.4 1.9 2.4110
O 3.257 -0.443 2.098 -1.1 -0.2 -0.6 -0.6367
O 2.768 -2.560 1.036 -0.9 1.5 0.6 -0.6376
O 0.851 -0.931 1.433 -1.0 1.5 -2.5 -1.0500
```
Positions in Å, forces in eV/Å.

[4]
# C5H11NO

A single C5H11NO molecule (ωB97M-V/def2-TZVPD, the Open Molecules 2025 dataset).

ΔE to the lowest compared entry with this formula, charge and spin = 0.836 eV
HOMO = -9.29 eV
M = 101.15 g/mol
frontier orbital gap = 10.12 eV

The geometry in XYZ format:
```
18
Properties=species:S:1:pos:R:3:forces:R:3:nbo_charge:R:1
C 1.365 0.842 -0.662 0.1 0.0 0.0 -0.6209
C 0.225 -0.168 -0.652 0.0 0.0 -0.1 -0.0728
C 0.596 -1.626 -0.400 0.1 -0.1 0.0 -0.6211
N -0.828 0.253 0.277 -0.2 0.1 -0.2 -0.4435
C -0.397 0.352 1.667 0.1 0.0 0.0 -0.4147
C -1.992 0.609 -0.336 -0.1 0.0 -0.1 0.5269
O -2.147 0.556 -1.549 -0.3 0.1 0.4 -0.6302
H 1.998 0.806 0.234 -0.1 -0.1 -0.2 0.1988
H 1.984 0.672 -1.547 0.1 0.1 0.2 0.2194
H 0.937 1.849 -0.732 0.2 -0.2 -0.1 0.2181
H -0.252 -0.122 -1.630 0.1 0.0 0.1 0.2554
H -0.327 -2.184 -0.198 0.2 0.0 -0.1 0.2206
H 1.064 -2.041 -1.296 0.1 0.0 0.2 0.2207
H 1.271 -1.767 0.453 0.0 0.0 -0.2 0.1961
H 0.435 -0.347 1.730 0.0 0.0 0.3 0.2097
H 0.021 1.336 1.919 -0.3 -0.1 -0.1 0.1963
H -1.114 0.043 2.441 -0.1 0.2 -0.6 0.2150
H -2.840 0.938 0.282 0.3 0.0 0.5 0.1262
```
Positions in Å, forces in eV/Å.

| no. | E (Eh) |
| --- | --- |
| 1 | -1065.97490 |
| 2 | -2116.78681 |
| 3 | -2437.65447 |
| 4 | -327.10064 |